1.
# C42H38InN8O5

C42H38InN8O5 as an isolated structure at a distorted geometry (the ωB97M-V functional and the def2-TZVPD basis, OMol25).

HOMO energy   -7.795 eV
LUMO energy   -4.4 eV
Net charge   +1

Each line ends with the Mulliken charge.
Atoms and positions in Å:
In (-0.1700, 0.1924, -0.0824)  2.543
C (4.1285, 0.3225, -2.7407)  -1.270
C (3.3193, 1.4981, -2.3710)  0.621
C (3.0429, 2.4994, -3.3372)  -0.621
C (2.2404, 3.5574, -2.9592)  -0.803
C (1.9325, 3.7010, -1.5953)  -0.783
C (1.9743, 2.5882, -0.7791)  -0.071
N (2.6548, 1.5071, -1.2051)  0.236
C (1.5229, 2.7222, 0.6871)  0.693
C (1.8369, 3.9078, 1.3337)  -0.752
C (1.2983, 4.1550, 2.6359)  -1.226
C (0.5709, 3.1226, 3.2462)  -1.025
C (0.2534, 1.9613, 2.5079)  0.374
N (0.7700, 1.7690, 1.1978)  0.581
C (-0.5502, 0.8740, 3.0127)  0.819
C (-1.3194, 1.0904, 4.2069)  -0.933
C (-2.0892, 0.0178, 4.7030)  -1.009
C (-1.9703, -1.2183, 4.1175)  -0.772
C (-1.1076, -1.4133, 3.0321)  0.925
C (-0.7365, -2.7564, 2.5295)  -0.842
N (-0.5286, -0.3665, 2.4341)  0.439
H (5.2553, 0.4619, -2.7711)  0.324
H (3.7750, 0.0634, -3.7592)  0.381
H (3.9107, -0.5998, -2.1525)  0.110
H (3.6840, 2.5385, -4.2480)  0.426
H (1.8501, 4.2107, -3.7026)  0.506
H (1.3813, 4.6106, -1.2918)  0.426
H (2.3461, 4.6751, 0.7899)  0.748
H (1.5054, 5.1134, 3.0883)  0.508
H (0.1979, 3.2456, 4.2577)  0.498
H (-1.3361, 2.0689, 4.6481)  0.423
H (-2.6162, 0.0661, 5.6603)  0.422
H (-2.6194, -2.0169, 4.4702)  0.513
H (0.0322, -2.6705, 1.7944)  -0.312
H (-1.6283, -3.2438, 2.0619)  -0.015
H (-0.3426, -3.4056, 3.3281)  0.536
C (-2.1930, 3.9457, -1.5688)  -1.253
C (-1.6753, 2.9292, -0.7686)  -0.149
N (-1.0896, 1.8440, -1.2891)  0.302
C (-1.0232, 1.6773, -2.6927)  0.219
C (-1.4993, 2.7152, -3.5883)  0.834
C (-2.0855, 3.8574, -2.9887)  -0.573
C (-1.4932, 2.4436, -4.9577)  -0.983
C (-0.9304, 1.2622, -5.4990)  -0.907
C (-0.3581, 0.3189, -4.6172)  1.081
C (0.2554, -0.8767, -5.0926)  -1.326
C (0.9041, -1.6752, -4.2101)  -1.078
C (0.8125, -1.5379, -2.8251)  -0.422
N (0.1022, -0.4406, -2.3488)  0.552
C (-0.3907, 0.4644, -3.2166)  0.047
H (-2.7868, 4.7424, -1.1414)  0.506
H (-1.7603, 3.0095, 0.2968)  0.544
H (-2.3856, 4.6942, -3.6705)  0.418
H (-1.9931, 3.1129, -5.6860)  0.379
H (-0.7980, 1.2200, -6.5546)  0.476
H (0.2522, -1.1069, -6.1395)  0.509
H (1.6181, -2.4494, -4.5973)  0.458
H (1.2274, -2.2670, -2.1556)  0.589
O (5.3520, -4.2098, 4.0608)  -0.723
C (5.9296, -3.1658, 3.6263)  0.209
O (7.0880, -2.6651, 3.7127)  -0.688
C (5.0861, -2.1471, 2.9391)  0.557
C (5.1358, -0.8307, 3.4450)  -0.883
C (4.2332, 0.1130, 3.0143)  -0.141
N (3.4510, -0.0140, 1.9179)  0.012
C (3.5835, -1.1979, 1.2970)  0.619
C (4.3434, -2.2945, 1.7592)  -1.202
C (2.5939, -1.4520, 0.1033)  0.301
O (3.1402, -1.9366, -0.8865)  -0.783
O (1.3263, -1.3146, 0.3102)  -0.330
H (5.7854, -0.5268, 4.2870)  0.347
H (4.3081, 1.1341, 3.4675)  0.319
H (4.1890, -3.1576, 1.1729)  0.563
C (-4.1941, 0.2072, 1.2147)  -0.927
N (-4.1367, -1.2186, 0.8314)  0.600
C (-5.2460, -2.0493, 1.2857)  -0.547
C (-4.8435, -3.5321, 1.2866)  -0.560
C (-4.2391, -3.8694, -0.0831)  -0.722
N (-3.0677, -2.9665, -0.3553)  0.173
C (-1.8927, -3.4953, -1.0719)  -0.768
C (-3.0922, -1.6614, 0.0120)  -0.302
O (-2.1971, -0.8716, -0.3787)  -0.425
H (-4.4286, 0.3214, 2.2928)  0.349
H (-4.9857, 0.6855, 0.6338)  0.347
H (-3.2397, 0.7094, 1.0381)  0.012
H (-6.1318, -2.0189, 0.6073)  0.293
H (-5.5155, -1.7750, 2.3621)  0.313
H (-5.7318, -4.1880, 1.3086)  0.388
H (-4.1795, -3.8634, 2.1381)  0.226
H (-4.9598, -3.7126, -0.8983)  0.308
H (-3.8939, -4.9040, -0.0578)  0.388
H (-1.9694, -4.5683, -1.2310)  0.455
H (-0.9450, -3.3210, -0.5123)  0.190
H (-1.8343, -2.9757, -2.0863)  0.196

Atoms 1-6, force components in eV/Å:
In 1.54 -2.27 0.29
C 0.80 -1.65 -0.74
C -1.44 0.73 0.21
C 1.44 0.12 0.40
C 0.58 -0.64 0.79
C -2.32 0.80 -0.83

2.
# C4H10IO4P

C4H10IO4P as an isolated structure at a distorted geometry (the ωB97M-V functional and the def2-TZVPD basis, OMol25).

HOMO energy   -9.052 eV
LUMO energy   -1.8 eV
ΔE to the lowest compared entry with this formula, charge and spin   0.3525 eV
Net charge   0

Each line ends with the natural charge from an NBO analysis.
Atoms and positions in Å:
C (1.5106, 1.3172, 0.5542)  -0.247
C (-2.2176, 1.1940, -0.8871)  -0.260
C (1.1051, -2.8147, 0.2257)  -0.257
C (-0.5212, 0.1487, 0.5148)  0.063
O (-2.1290, -1.5216, 1.9232)  -1.007
O (0.8408, 0.0210, 0.7442)  -0.537
O (-0.8800, 0.7274, -0.7043)  -0.545
O (0.0554, -2.3837, 1.0823)  -0.815
P (-1.2242, -1.5202, 0.8258)  2.076
I (-2.1781, -2.6992, -1.9931)  -0.431
H (1.5926, 1.6418, -0.4160)  0.198
H (2.4638, 1.0892, 0.7792)  0.191
H (1.1312, 2.0572, 1.3759)  0.184
H (-2.9085, 0.3874, -0.4437)  0.185
H (-2.3225, 1.1978, -1.8919)  0.202
H (-2.5518, 2.2255, -0.6709)  0.189
H (1.4518, -1.8836, -0.2084)  0.211
H (0.5919, -3.6476, -0.3773)  0.219
H (1.9302, -3.2396, 0.7809)  0.201
H (-0.9941, 0.8631, 1.3241)  0.181

Atoms 1-6, force components in eV/Å:
C -2.80 -0.23 3.62
C -0.95 -1.85 2.75
C -1.26 -0.87 -1.03
C -1.58 2.91 0.98
O -2.31 -0.22 1.60
O -0.39 1.70 -1.47

3.
# C19H28ClNiO6

C19H28ClNiO6 as an isolated structure at a distorted geometry (the ωB97M-V functional and the def2-TZVPD basis, OMol25).

HOMO energy (alpha / beta)   -0.825 / -3.724 eV
Spin multiplicity   3
LUMO energy (alpha / beta)   2.4 / 2.4 eV
ΔE to the lowest compared entry with this formula, charge and spin   0.0000 eV
Net charge   -1

Each line ends with the natural charge from an NBO analysis.
Atoms and positions in Å:
O (-0.2143, -0.3405, -6.0245)  -0.542
C (-0.2544, 0.9845, -6.6935)  -0.074
C (-0.0746, 0.4960, -8.1009)  -0.478
H (0.5750, 1.6149, -6.3612)  0.203
H (-1.2191, 1.4829, -6.5451)  0.179
C (-0.0671, -0.8665, -7.3768)  0.271
H (0.8691, 0.8061, -8.5433)  0.206
H (-0.9219, 0.6698, -8.7597)  0.202
C (1.2447, -1.5900, -7.5635)  -0.622
H (2.0775, -0.9750, -7.2091)  0.225
H (1.3875, -1.8237, -8.6249)  0.202
H (1.2085, -2.5278, -7.0073)  0.212
C (-1.2566, -1.7044, -7.7936)  -0.620
H (-2.2002, -1.1831, -7.6004)  0.214
H (-1.2408, -2.6475, -7.2452)  0.213
H (-1.1865, -1.9338, -8.8641)  0.202
Ni (-0.9189, -0.9437, -1.3948)  0.906
C (-2.4944, -0.6847, 0.1142)  -0.347
C (-1.7463, 0.5247, 0.1328)  -0.289
C (-1.7155, 1.0533, -1.1820)  -0.385
H (-1.3989, 1.0610, 1.0064)  0.242
C (-2.3996, 0.1276, -2.0574)  -0.458
C (-2.9364, -0.9242, -1.2270)  -0.394
H (-3.6394, -1.6834, -1.5406)  0.218
H (-2.7805, -1.2415, 1.0004)  0.238
H (-1.3394, 2.0489, -1.4076)  0.214
H (-2.5846, 0.2614, -3.1168)  0.226
C (1.0770, -1.1367, 0.8711)  -0.007
C (0.1857, -1.8455, -0.2113)  -0.460
C (0.8815, -1.7247, -1.4570)  -0.501
H (-0.2548, -2.7673, 0.1656)  0.209
C (2.1044, -0.9384, -1.2255)  -0.259
C (2.1415, -0.5021, 0.0678)  -0.335
H (2.8452, 0.1431, 0.5801)  0.200
H (1.5241, -1.8660, 1.5805)  0.170
H (0.7037, -2.3425, -2.3464)  0.220
H (2.8460, -0.7440, -2.0004)  0.204
O (2.3249, 1.5022, -4.3483)  -0.557
C (1.2594, 0.8359, -3.6045)  -0.091
C (-0.0334, 1.6134, -3.8649)  -0.456
H (1.5350, 0.9441, -2.5398)  0.194
H (1.2230, -0.2278, -3.8635)  0.214
C (0.4125, 3.0125, -4.3031)  -0.439
H (-0.6038, 1.7191, -2.9593)  0.246
H (-0.6725, 1.1099, -4.5833)  0.219
C (1.9442, 2.9210, -4.1808)  -0.083
H (-0.0010, 3.7798, -3.6440)  0.208
H (0.0966, 3.2373, -5.3289)  0.189
H (2.2716, 3.2018, -3.1472)  0.169
H (2.4722, 3.5364, -4.9261)  0.180
O (-1.2129, -1.7428, 2.7254)  -0.798
Cl (-0.2480, -0.7604, 3.1357)  2.407
O (-0.8161, 0.3966, 3.7383)  -0.794
O (0.8692, -1.3272, 3.8314)  -0.800
O (0.4120, -0.1016, 1.6894)  -0.614

Atoms 1-6, force components in eV/Å:
O -0.02 1.13 -2.28
C -0.06 1.00 1.04
C 0.01 -0.51 0.65
H -0.31 -0.22 0.13
H 0.20 -0.01 0.32
C 0.14 -0.83 -1.27

4.
# C38H41BN2O5

A 2-piece molecular cluster, C38H41BN2O5 overall at a distorted geometry (the ωB97M-V functional and the def2-TZVPD basis, OMol25).

HOMO energy   -5.621 eV
LUMO energy   -2.9 eV
ΔE to the lowest compared entry with this formula, charge and spin   0.9806 eV
Net charge   0

Each line ends with the Mulliken charge.
Atoms and positions in Å:
C (-0.5115, -0.6871, 9.2529)  -1.217
C (-0.2818, -1.5670, 8.1267)  0.454
C (0.0565, -2.9090, 8.0716)  -0.655
C (0.3750, -3.1716, 6.7058)  -0.544
C (0.2155, -1.9807, 5.9942)  0.053
B (1.0501, -1.2980, 4.7492)  0.967
O (2.1455, -0.5902, 5.4659)  -0.482
C (2.9101, 0.0486, 4.4651)  -1.324
C (2.3650, -0.3119, 3.0273)  1.200
C (3.2029, 0.2547, 1.9105)  -1.950
C (0.8421, 0.1350, 2.9884)  0.275
O (0.1428, -0.3665, 4.0919)  -0.612
C (2.4075, -1.8792, 2.9805)  -0.296
O (1.5284, -2.4249, 3.9411)  -0.533
O (-0.2262, -1.0080, 6.8814)  -0.372
H (-0.6648, -1.3062, 10.1280)  0.340
H (0.3450, -0.0414, 9.4550)  0.232
H (-1.3771, -0.0501, 9.0946)  0.294
H (0.1451, -3.5923, 8.9172)  0.373
H (0.6499, -4.1062, 6.2484)  0.516
H (2.8777, 1.1420, 4.6352)  0.336
H (3.9535, -0.3041, 4.5660)  0.440
H (2.9855, -0.2603, 0.9748)  0.378
H (3.0119, 1.3224, 1.7635)  0.367
H (4.2673, 0.0983, 2.1187)  0.449
H (0.7872, 1.2401, 2.9592)  0.271
H (0.3040, -0.2690, 2.1147)  -0.273
H (2.0997, -2.2688, 2.0019)  0.221
H (3.4532, -2.1982, 3.1751)  0.338
C (-3.1236, 2.2514, -4.4954)  -1.069
N (-2.3995, 2.2010, -3.2407)  0.363
C (-2.5172, 3.2257, -2.3424)  0.248
O (-3.1835, 4.2492, -2.5025)  -0.685
C (-1.7256, 2.8506, -1.1047)  0.056
C (-2.6563, 2.7961, 0.1046)  -1.277
C (-3.7813, 1.8194, -0.1540)  0.125
C (-5.0025, 2.2746, -0.6613)  -0.335
C (-6.0192, 1.3720, -0.9651)  -0.698
C (-5.8196, -0.0030, -0.7743)  -0.482
C (-4.6111, -0.4557, -0.2338)  -0.928
C (-3.6148, 0.4571, 0.1138)  0.260
N (-1.1497, 1.5463, -1.4516)  0.641
C (-0.4294, 0.8297, -0.5385)  -1.221
C (-0.1241, -0.5236, -0.6617)  0.177
C (0.7471, -1.3482, 0.0895)  2.085
C (1.3289, -2.4784, -0.6111)  0.299
C (2.6823, -2.9081, -0.4249)  0.019
C (3.3106, -3.6828, -1.3966)  -0.884
C (2.5622, -4.2380, -2.4463)  -0.391
C (1.1942, -3.9514, -2.5649)  -0.807
C (0.5849, -3.0967, -1.6515)  -0.311
C (-1.5117, 1.1048, -2.8309)  -0.700
C (-0.3911, 0.8833, -3.8092)  -0.950
C (0.4073, 1.8818, -4.2662)  0.008
C (1.4396, 1.7417, -5.2866)  0.783
C (2.2763, 2.8424, -5.6067)  -0.405
C (3.2685, 2.7373, -6.5807)  -0.570
C (3.4638, 1.5188, -7.2571)  -0.394
C (2.6424, 0.4218, -6.9589)  -0.693
C (1.6374, 0.5306, -5.9860)  -0.407
H (-3.6910, 3.1839, -4.5204)  0.378
H (-2.4395, 2.2287, -5.3503)  0.312
H (-3.8300, 1.4145, -4.5799)  0.350
H (-0.9213, 3.5967, -0.9929)  0.378
H (-2.0776, 2.5242, 0.9995)  0.523
H (-3.0689, 3.8060, 0.2291)  0.606
H (-5.1381, 3.3459, -0.8378)  0.404
H (-6.9634, 1.7403, -1.3631)  0.393
H (-6.6048, -0.7110, -1.0384)  0.393
H (-4.4366, -1.5231, -0.0783)  0.430
H (-2.6857, 0.1132, 0.5746)  0.603
H (-0.0861, 1.4044, 0.3200)  0.745
H (-0.6300, -0.9896, -1.5159)  -0.363
H (1.2470, -1.0297, 0.9961)  -1.257
H (3.2370, -2.5569, 0.4552)  0.343
H (4.3979, -3.8316, -1.3486)  0.387
H (3.0512, -4.8579, -3.1855)  0.390
H (0.6017, -4.3638, -3.3871)  0.407
H (-0.4710, -2.8680, -1.7700)  0.560
H (-2.0896, 0.1667, -2.7624)  0.610
H (-0.2827, -0.1435, -4.1552)  0.308
H (0.2937, 2.8830, -3.8448)  0.245
H (2.1277, 3.7806, -5.0664)  0.353
H (3.8934, 3.5978, -6.8224)  0.375
H (4.2454, 1.4315, -8.0138)  0.367
H (2.7806, -0.5213, -7.4876)  0.374
H (0.9954, -0.3210, -5.7631)  0.283

Atoms 1-6, force components in eV/Å:
C -0.25 0.54 0.74
C 0.62 -1.72 -1.21
C -0.30 1.12 0.03
C -0.55 1.39 -0.98
C 0.73 -0.53 0.82
B -2.04 -1.89 3.45

5.
# C3H5O3

A 2-piece molecular cluster, C3H5O3 overall at a distorted geometry (the ωB97M-V functional and the def2-TZVPD basis, OMol25).

HOMO energy   -4.539 eV
LUMO energy   4.3 eV
ΔE to the lowest compared entry with this formula, charge and spin   0.5663 eV
Net charge   -1

Each line ends with the natural charge from an NBO analysis.
Atoms and positions in Å:
C (-2.1221, 0.8086, -0.7535)  -0.570
C (-1.2997, 0.0018, -0.0649)  0.201
O (-0.6520, 0.3528, 1.0500)  -0.753
H (-2.4004, 0.4299, -1.7324)  0.180
H (-2.3183, 1.8447, -0.5150)  0.184
H (-1.1733, -0.9922, -0.4965)  0.153
H (0.3302, 0.3045, 0.8897)  0.524
O (1.9186, 0.5018, 0.5565)  -0.785
C (2.4195, -0.6340, 0.4083)  0.621
O (1.8243, -1.6878, 0.0608)  -0.779
H (3.4731, -0.9300, 0.5969)  0.025

Atoms 1-6, force components in eV/Å:
C 0.51 -0.45 -0.20
C -0.49 0.74 -0.78
O -0.63 -0.06 0.30
H -0.50 0.09 0.19
H 0.06 0.00 0.15
H 0.52 -0.09 0.39

| no. | E (eV) |
| --- | --- |
| 1 | -71496.82980 |
| 2 | -29887.24852 |
| 3 | -85994.53563 |
| 4 | -53962.95505 |
| 5 | -9335.33633 |